a.
25
Properties=species:S:1:pos:R:3 method="wB97M-V/def2-TZVPD" smiles=CCNCC.O.O.O homo_ev=-9.64 homo_lumo_gap_ev=10.4 multiplicity=1
C 0.09 -1.14 0.82
N 1.01 -0.50 -0.12
C 0.74 0.94 -0.20
C 1.61 1.67 -1.23
C 0.08 -0.58 2.23
H -0.92 -1.26 0.41
H 0.38 -2.19 0.90
H 1.96 -0.68 0.14
H -0.30 1.09 -0.49
H 0.91 1.41 0.76
H 2.34 1.09 -1.79
H 1.02 2.20 -1.98
H 2.20 2.42 -0.69
H -0.44 0.37 2.33
H 1.10 -0.43 2.60
H -0.41 -1.25 2.94
H -2.15 0.95 1.35
H -2.32 2.33 1.94
O -2.33 1.40 2.19
H 0.10 -2.75 -2.24
H 0.51 -1.33 -1.65
O 0.34 -1.85 -2.47
H -1.12 -0.52 -1.67
H -2.35 -1.11 -2.25
O -2.05 -0.29 -1.83


b.
25
Properties=species:S:1:pos:R:3 method="wB97M-V/def2-TZVPD" smiles=CCN(C)C.O.O.O homo_ev=-7.87 homo_lumo_gap_ev=8.3 multiplicity=1
C -0.72 -2.61 1.92
C -1.19 -2.20 0.51
N -0.96 -0.77 0.43
C 0.43 -0.32 0.10
C -1.84 -0.05 -0.52
H 0.28 -3.19 1.89
H -0.37 -1.94 2.69
H -1.52 -3.23 2.46
H -2.27 -2.34 0.47
H -0.65 -2.74 -0.34
H 0.96 0.22 0.95
H 0.48 0.19 -0.82
H 1.03 -1.26 0.09
H -1.58 0.16 -1.55
H -2.79 -0.58 -0.46
H -1.95 0.97 0.00
H -0.70 3.99 -0.86
H -1.81 4.57 0.10
O -1.65 4.07 -0.71
H 2.35 4.00 -0.01
H 1.20 4.89 -0.31
O 1.38 3.96 -0.11
H 3.63 -2.24 -2.71
H 4.50 -1.58 -1.39
O 3.75 -1.96 -1.82


a (46.2 kcal/mol below the next structure)